{
  "formula": "C28H34Cl2NPSV",
  "method": "ωB97M-V with the def2-TZVPD basis set",
  "total_charge": 1,
  "homo_lumo_gap_ev": [7.028, 7.837],
  "lumo_energy_ev": [-3.716, -3.005],
  "spin_multiplicity": 3,
  "s_squared": 2.0472,
  "total_energy_ev": -101931.3149,
  "symbols": ["V", "Cl", "C", "C", "C", "C", "C", "Cl", "C", "S", "H", "H", "H", "C", "C", "C", "P", "C", "C", "C", "C", "C", "C", "C", "C", "C", "C", "N", "C", "C", "C", "C", "C", "C", "C", "C", "C", "H", "H", "H", "H", "H", "H", "H", "H", "H", "H", "H", "H", "H", "H", "H", "H", "H", "H", "H", "H", "H", "H", "H", "H", "H", "H", "H", "H", "H", "H", "H"],
  "positions_angstrom": [[0.22102, 0.58942, 0.98936], [1.38477, 1.80159, 2.76355], [0.49213, 3.32952, 2.48509], [1.16465, 4.49036, 2.79724], [0.49535, 5.68936, 2.60555], [-0.79652, 5.69108, 2.10471], [-1.43249, 4.49978, 1.79176], [-3.03541, 4.55621, 1.16054], [-0.80704, 3.25734, 1.97798], [-1.63962, 1.74963, 1.61890], [2.17313, 4.45972, 3.18296], [0.98344, 6.62290, 2.84644], [-1.32632, 6.61983, 1.94804], [-2.24137, -3.70352, 2.04035], [-2.02386, -2.20198, 1.87203], [-2.95733, -1.62296, 0.80825], [-0.28829, -1.76461, 1.45372], [0.83810, -2.65824, 2.58964], [2.27995, -2.29139, 2.23897], [0.50116, -2.30346, 4.03733], [0.06154, -2.35695, -0.21802], [0.17795, -3.69503, -0.58391], [0.45382, -4.06531, -1.89435], [0.56460, -5.50997, -2.29467], [0.62195, -3.05053, -2.83586], [0.52972, -1.71177, -2.49621], [0.24865, -1.35184, -1.17996], [0.17398, -0.02309, -0.75565], [0.30568, 1.08421, -1.63911], [-0.81810, 1.55644, -2.33926], [-2.13028, 0.83823, -2.23031], [-0.67922, 2.69630, -3.10937], [0.53180, 3.38518, -3.19560], [0.63574, 4.63788, -4.01798], [1.62451, 2.89615, -2.49753], [1.53731, 1.74597, -1.71711], [2.76420, 1.22441, -1.00726], [-3.27677, -3.88557, 2.33097], [-1.60101, -4.14200, 2.80645], [-2.06948, -4.22749, 1.09909], [-2.21062, -1.69425, 2.82384], [-2.78004, -2.09518, -0.15994], [-2.83210, -0.54634, 0.69123], [-3.99374, -1.80906, 1.09023], [0.69220, -3.73018, 2.42858], [2.46225, -1.22505, 2.41547], [2.51973, -2.51646, 1.19905], [2.97361, -2.84370, 2.87339], [0.56983, -1.22425, 4.20019], [1.20985, -2.78619, 4.71088], [-0.50136, -2.62387, 4.32165], [0.05960, -4.47178, 0.16332], [0.50382, -6.16695, -1.42837], [1.51055, -5.70484, -2.80079], [-0.23595, -5.78629, -2.98250], [0.84097, -3.31688, -3.86303], [0.67921, -0.94172, -3.24255], [-2.47718, 0.83290, -1.19485], [-2.04405, -0.20205, -2.55136], [-2.88734, 1.32410, -2.84239], [-1.53824, 3.06871, -3.65604], [0.07603, 4.54536, -4.94805], [1.67141, 4.86946, -4.26081], [0.22264, 5.48740, -3.47044], [2.57688, 3.40914, -2.57114], [3.65934, 1.47129, -1.57656], [2.73554, 0.14042, -0.88635], [2.89513, 1.68046, -0.01945]],
  "atomic_forces_ev_per_a": [[-0.4, 0.0, -0.4], [0.0, 0.2, 0.1], [0.0, -0.3, 0.0], [-0.1, 0.1, 0.0], [0.0, 0.0, 0.0], [0.0, 0.0, 0.0], [0.0, 0.0, 0.0], [0.0, 0.0, 0.0], [0.1, 0.1, 0.0], [0.1, -0.2, 0.0], [0.0, 0.0, 0.0], [0.0, 0.0, 0.0], [0.0, 0.0, 0.0], [0.0, 0.0, 0.0], [0.0, 0.0, 0.0], [0.0, 0.0, 0.0], [0.0, 0.0, 0.0], [0.0, 0.0, 0.0], [0.0, 0.0, 0.0], [0.0, 0.0, 0.0], [0.0, 0.0, -0.1], [0.0, 0.0, 0.0], [0.0, 0.0, 0.0], [0.0, 0.0, 0.0], [0.0, 0.0, 0.0], [0.0, 0.0, 0.0], [0.0, -0.3, -0.1], [0.1, 0.1, 0.6], [0.0, 0.2, 0.0], [0.0, 0.0, 0.0], [0.0, 0.0, 0.0], [0.0, 0.0, 0.0], [0.0, 0.0, 0.0], [0.0, 0.0, 0.0], [0.0, 0.0, 0.0], [0.0, 0.0, 0.0], [0.0, 0.0, 0.0], [0.0, 0.0, 0.0], [0.0, 0.0, 0.0], [0.0, 0.0, 0.0], [0.0, 0.0, 0.0], [0.0, 0.0, 0.0], [0.0, 0.0, 0.0], [0.0, 0.0, 0.0], [0.0, 0.0, 0.0], [0.0, 0.0, 0.0], [0.0, 0.0, 0.0], [0.0, 0.0, 0.0], [0.0, 0.0, 0.0], [0.0, 0.0, 0.0], [0.0, 0.0, 0.0], [0.0, 0.0, 0.0], [0.0, 0.0, 0.0], [0.0, 0.0, 0.0], [0.0, 0.0, 0.0], [0.0, 0.0, 0.0], [0.0, 0.0, 0.0], [0.0, 0.0, 0.0], [0.0, 0.0, 0.0], [0.0, 0.0, 0.0], [0.0, 0.0, 0.0], [0.0, 0.0, 0.0], [0.0, 0.0, 0.0], [0.0, 0.0, 0.0], [0.0, 0.0, 0.0], [0.0, 0.0, 0.0], [0.0, 0.0, 0.0], [0.0, 0.0, 0.0]]
}



{
  "formula": "C6H8O2",
  "method": "ωB97M-V with the def2-TZVPD basis set",
  "total_charge": 0,
  "homo_lumo_gap_ev": [7.364, 7.369],
  "smiles": "O=C=C=O.CC1CC1",
  "lumo_energy_ev": [-1.310, -1.311],
  "total_energy_ev": -10442.6639,
  "symbols": ["O", "C", "C", "O", "C", "C", "C", "C", "H", "H", "H", "H", "H", "H", "H", "H"],
  "positions_angstrom": [[-0.74431, -2.76485, 0.02921], [0.33387, -2.29329, 0.09429], [1.40476, -2.05859, 0.89174], [2.55282, -1.78899, 0.91850], [-0.05691, 0.57102, -1.61845], [-0.70963, 0.38814, -0.27488], [0.15189, 0.38913, 1.00799], [-0.77821, 1.52969, 0.68297], [-0.74468, 1.06183, -2.30658], [0.21478, -0.39000, -2.05210], [0.84508, 1.17332, -1.53008], [-1.56232, -0.28071, -0.28366], [1.20761, 0.60306, 0.92936], [-0.12660, -0.24967, 1.83448], [-1.66328, 1.64543, 1.29092], [-0.32489, 2.46449, 0.38628]],
  "atomic_forces_ev_per_a": [[0.6, 0.3, 0.2], [-2.3, -0.8, -1.7], [2.6, 0.3, 1.6], [-0.7, -0.1, -0.1], [-0.1, -0.1, 0.1], [0.4, 0.2, 0.5], [-0.6, 0.2, -0.4], [-0.1, 0.1, 0.0], [0.0, 0.1, -0.1], [0.1, -0.1, 0.0], [0.1, 0.1, 0.0], [0.1, 0.0, 0.2], [0.0, -0.1, -0.1], [0.0, 0.0, 0.0], [0.0, 0.0, 0.0], [0.1, 0.0, -0.1]]
}



{
  "formula": "C3H8Si",
  "method": "ωB97M-V with the def2-TZVPD basis set",
  "total_charge": 0,
  "homo_lumo_gap_ev": [7.457, 6.932],
  "lumo_energy_ev": [-0.519, -0.441],
  "total_energy_ev": -11113.2950,
  "symbols": ["C", "C", "C", "Si", "H", "H", "H", "H", "H", "H", "H", "H"],
  "positions_angstrom": [[-1.85749, -0.98117, -0.06374], [-1.25405, 0.25558, -0.47858], [-0.76253, 1.26709, 0.35174], [2.37876, -0.11362, 0.02344], [-2.09148, -1.69651, -0.87054], [-2.08095, -1.34869, 0.95613], [-0.92923, 0.15178, -1.54466], [-1.16818, 1.29459, 1.32313], [-0.14634, 2.05043, 0.02538], [3.27962, 0.92658, 0.11593], [3.00580, -0.99828, -0.96272], [1.62609, -0.80779, 1.12450]],
  "atomic_forces_ev_per_a": [[0.2, 1.0, -0.7], [0.6, -2.2, 0.2], [-1.3, -1.8, -1.2], [-1.8, -1.6, -0.7], [0.1, 0.4, 0.6], [0.2, 0.8, -0.6], [-0.4, 0.8, 0.9], [-0.1, 0.1, 1.2], [0.6, 0.9, -0.5], [1.3, 1.7, 0.9], [-0.1, -0.4, 0.0], [0.7, 0.4, -0.2]]
}